Formula: C4H32N2O13
Source: OMol25
Level of theory: ωB97M-V/def2-TZVPD

Its HOMO energy is -0.363 Eh. The SMILES is C[C@H](O)[C@H](N)C(N)=O.O.O.O.O.O.O.O.O.O.O.O. The value obtained for the largest force on an atom is 1.10 eV Å⁻¹. The energy above the lowest of the compared OMol25 structures with the same formula, charge and spin is 0.0 kcal per mole. The calculation puts the orbital gap at 9.950 eV.

```
51
C4H32N2O13, DFT ωB97M-V/def2-TZVPD
N 1.057 -0.218 0.653
C 1.240 -0.190 -0.805
C 2.753 -0.231 -1.147
C 3.020 0.314 -2.536
O 3.286 -1.547 -1.031
C 0.465 -1.294 -1.548
N -0.904 -1.209 -1.446
O 0.980 -2.080 -2.323
H 1.634 -0.932 1.105
H 0.078 -0.368 0.899
H 0.891 0.783 -1.169
H 3.278 0.334 -0.363
H 4.074 0.184 -2.781
H 2.506 -0.264 -3.306
H 2.759 1.377 -2.581
H 2.758 -2.118 -1.610
H -1.299 -0.760 -0.632
H -1.450 -1.951 -1.851
H -1.591 3.054 2.132
H -0.126 2.639 2.356
O -0.960 2.856 2.839
H -2.467 2.709 -1.814
H -1.452 3.221 -0.802
O -2.421 3.125 -0.927
H -1.915 -0.326 2.374
H -2.726 -0.005 1.090
O -2.034 -0.615 1.438
H -2.062 -2.376 1.456
H -2.870 -3.718 1.287
O -1.988 -3.356 1.411
H -1.406 0.654 -2.722
H -0.641 1.995 -2.783
O -1.467 1.567 -3.033
H 1.317 1.322 1.167
H 2.191 2.514 1.782
O 1.330 2.327 1.401
H 3.210 -2.264 0.685
H 1.949 -3.012 1.191
O 2.729 -2.512 1.499
H -4.410 1.668 1.103
H -3.327 1.865 -0.043
O -3.840 1.211 0.489
H -0.381 -3.447 0.591
H 0.513 -3.934 -0.564
O 0.472 -3.265 0.133
H -1.100 0.231 4.513
H -1.507 1.364 3.557
O -1.788 0.472 3.882
H 0.702 2.868 -0.105
H 0.719 4.041 -1.128
O 0.354 3.168 -0.978
```